{
  "formula": "C9H7N4OPdS2",
  "method": "wB97M-V/def2-TZVPD",
  "species": ["Pd", "N", "C", "S", "N", "N", "C", "C", "C", "C", "C", "C", "C", "O", "H", "H", "H", "H", "H", "H", "H", "S", "C", "N"],
  "positions_angstrom": [[0.1098, -0.3557, 0.8261], [3.6979, 2.0392, 0.6329], [2.4444, 1.4824, 0.7178], [2.3515, -0.2402, 0.8316], [1.4381, 2.2924, 0.6985], [0.2142, 1.6068, 0.7503], [-0.8091, 2.3630, 0.5874], [-2.2026, 1.9959, 0.6331], [-3.1430, 3.0048, 0.3670], [-4.4960, 2.7738, 0.4395], [-4.9303, 1.4884, 0.8036], [-4.0401, 0.4823, 1.0785], [-2.6375, 0.6939, 0.9935], [-1.8434, -0.2768, 1.2838], [4.4823, 1.4642, 0.8763], [3.7610, 3.0237, 0.8236], [-0.5743, 3.4102, 0.4147], [-2.7765, 3.9908, 0.0993], [-5.2056, 3.5609, 0.2237], [-5.9936, 1.2823, 0.8661], [-4.3701, -0.5106, 1.3555], [-0.2720, -1.8922, -1.5744], [-0.0644, -2.4383, -0.0233], [0.0946, -2.7601, 1.1045]],
  "forces_ev_per_a": [[0.1, 0.3, 1.2], [0.0, 0.0, -0.2], [0.1, 0.0, 0.1], [0.5, -0.2, -0.2], [-0.3, -0.3, 0.1], [0.3, 0.4, -0.3], [-0.3, 0.1, 0.1], [0.2, 0.1, 0.0], [-0.1, 0.0, 0.0], [0.1, -0.1, 0.0], [-0.1, 0.0, 0.0], [0.0, 0.1, 0.0], [0.1, -0.2, 0.2], [-0.5, -0.2, -0.3], [0.0, 0.0, 0.1], [0.0, 0.0, 0.0], [0.0, 0.0, 0.0], [0.0, 0.0, 0.0], [0.0, 0.0, 0.0], [0.0, 0.0, 0.0], [0.0, 0.0, 0.0], [-0.1, -0.6, -0.2], [-0.1, 0.0, -0.4], [0.0, 0.5, -0.2]],
  "homo_lumo_gap_ev": 7.1,
  "spin_multiplicity": 1,
  "lumo_ha": 0.10646,
  "homo_energy_ev": -4.2,
  "total_charge": -1,
  "e_above_lowest_kcal_mol": 21.9
}

{
  "formula": "C5H28NO9S",
  "method": "wB97M-V/def2-TZVPD",
  "species": ["C", "C", "C", "C", "S", "N", "C", "O", "H", "H", "H", "H", "H", "H", "H", "H", "H", "H", "H", "H", "H", "H", "O", "H", "H", "O", "H", "H", "O", "H", "H", "O", "H", "H", "O", "H", "H", "O", "H", "H", "O", "H", "H", "O"],
  "positions_angstrom": [[-1.4913, -1.0722, 0.7845], [-0.3666, -1.3431, -0.2952], [0.8945, -2.0378, 0.3170], [0.6977, -3.5312, 0.2622], [1.3495, -4.2914, -1.2941], [0.2549, -0.0925, -0.7972], [-0.0673, 0.3129, -2.1457], [-1.0160, 1.3953, -2.3747], [-1.1047, -1.4067, 1.7553], [-1.7557, -0.0392, 0.8476], [-2.3695, -1.7500, 0.7450], [-0.8941, -1.9995, -1.0195], [1.7521, -1.8020, -0.3086], [1.1083, -1.6217, 1.3112], [-0.3596, -3.8610, 0.1248], [1.1374, -4.1157, 1.0811], [1.9298, -3.2086, -1.9189], [0.1918, 0.7142, -0.1685], [0.8205, 0.6678, -2.6779], [-0.6074, -0.4941, -2.6403], [1.3031, 2.8224, -1.4122], [-0.5849, 2.2530, -2.1716], [0.5246, 3.2035, -0.9866], [-0.9245, 2.4948, 1.4683], [0.2121, 2.7080, -0.0824], [-0.0777, 2.1383, 1.1587], [-1.9426, 1.1753, -0.4398], [-3.0281, 2.2618, -0.8496], [-2.8776, 1.3676, -0.5410], [1.6907, 0.4836, 2.8345], [0.4179, 0.9512, 1.8365], [0.7698, 0.3096, 2.6002], [-3.3989, 0.3381, -1.9659], [-2.8004, -0.4365, -3.1724], [-3.5655, -0.3964, -2.5904], [2.6122, 0.2143, -0.5983], [3.7653, -0.7175, -0.3744], [3.5472, 0.1003, -0.8346], [3.3391, 1.6740, 0.7697], [2.2086, 2.4392, 1.4455], [3.1411, 2.1403, 1.5945], [-1.2089, -0.0080, 3.9376], [-1.6493, 1.1831, 2.9431], [-1.5777, 0.8765, 3.8424]],
  "forces_ev_per_a": [[0.9, -2.1, 0.7], [0.4, 0.9, 1.6], [-1.1, -0.5, -0.2], [-0.4, -1.6, -0.4], [0.6, 0.5, -0.5], [-1.1, 0.5, -1.3], [-0.8, 1.1, -0.7], [0.3, -0.2, 0.2], [0.3, 0.6, 0.0], [-0.3, 0.3, 0.2], [0.2, 0.7, -0.9], [1.0, 0.8, -0.4], [-0.1, 0.1, 0.0], [-0.3, -0.2, -0.1], [0.5, 0.6, 0.8], [-0.1, 0.3, -0.2], [-0.4, -0.6, 0.6], [-0.2, -0.4, 0.2], [0.2, -0.6, 0.0], [0.8, -0.4, -0.2], [-0.1, 0.0, 0.5], [0.1, -0.4, 0.3], [-0.3, 0.1, -0.4], [0.5, -0.1, -0.1], [0.7, 0.3, -0.3], [-0.7, 0.2, -0.6], [0.2, 0.7, -0.5], [0.7, 0.1, -0.1], [-1.5, -0.4, 0.8], [-0.3, 0.4, -0.5], [0.8, -0.2, 1.8], [0.1, -0.7, -0.6], [0.3, -0.3, -0.1], [-0.1, 0.3, 0.2], [-0.2, -0.2, -0.1], [-0.3, -0.1, -0.3], [0.2, 0.0, 0.0], [-0.2, 0.0, 0.3], [0.2, 0.0, 0.1], [0.8, -0.2, 0.4], [-1.0, 0.2, -0.5], [0.3, 0.5, -1.0], [0.5, -0.7, -0.4], [-1.1, 0.3, 1.6]],
  "homo_lumo_gap_ev": 8.9,
  "spin_multiplicity": 1,
  "lumo_ha": 0.09662,
  "homo_energy_ev": -6.2,
  "total_charge": -1,
  "e_above_lowest_kcal_mol": 39.7
}

{
  "formula": "C18H34N4O18S",
  "method": "wB97M-V/def2-TZVPD",
  "species": ["C", "N", "O", "O", "H", "H", "H", "C", "N", "O", "O", "H", "H", "H", "C", "N", "O", "O", "H", "H", "H", "C", "N", "O", "O", "H", "H", "H", "O", "C", "O", "C", "C", "C", "H", "H", "H", "H", "H", "H", "O", "C", "O", "C", "C", "C", "H", "H", "H", "H", "H", "H", "O", "C", "O", "C", "C", "C", "H", "H", "H", "H", "H", "H", "C", "C", "O", "S", "O", "O", "O", "H", "H", "H", "H"],
  "positions_angstrom": [[-0.7990, -4.0527, -0.9368], [-0.6235, -3.2586, 0.3066], [-1.6196, -2.9965, 0.9602], [0.5051, -2.9506, 0.6286], [-1.4790, -3.4975, -1.5759], [-1.1612, -5.0544, -0.7357], [0.1759, -4.0695, -1.4077], [-0.4291, -0.5518, -5.3044], [-1.2765, -1.7467, -5.4566], [-2.4039, -1.7050, -5.0001], [-0.8143, -2.6817, -6.0620], [-0.9289, 0.1657, -4.6634], [-0.2934, -0.0949, -6.2822], [0.5354, -0.8440, -4.8983], [3.0235, -3.4827, -2.4823], [2.1378, -3.3182, -3.6605], [1.0031, -3.7446, -3.5705], [2.6056, -2.8296, -4.6671], [3.7299, -2.6602, -2.5023], [3.4218, -4.4884, -2.5496], [2.4050, -3.3228, -1.6018], [4.5856, 0.7468, -2.0689], [4.1529, 2.1805, -2.0277], [3.0181, 2.4799, -2.3327], [4.9807, 2.9836, -1.6580], [4.1397, 0.2413, -1.2184], [5.6659, 0.8280, -2.0482], [4.2565, 0.3061, -3.0049], [4.1457, 0.8469, 2.4492], [3.4294, 1.7782, 2.2399], [2.8522, 1.9772, 1.0319], [2.3074, 3.3062, 0.9181], [2.2250, 3.8459, 2.3542], [3.0753, 2.9108, 3.1953], [1.3140, 3.2440, 0.4862], [3.0382, 3.8535, 0.3234], [1.1764, 3.7569, 2.6355], [2.5369, 4.8848, 2.4231], [2.5558, 2.4962, 4.0540], [4.0104, 3.3482, 3.5440], [-6.9117, 0.6289, 2.9248], [-6.1020, 0.1985, 2.1662], [-6.4710, -0.2549, 0.9276], [-5.3447, -0.3850, 0.0698], [-4.1627, -0.5749, 1.0179], [-4.5823, 0.0789, 2.3435], [-5.2597, 0.4960, -0.5706], [-5.4088, -1.2723, -0.5579], [-3.2541, -0.0862, 0.6750], [-3.9902, -1.6438, 1.1403], [-4.1201, 1.0618, 2.2757], [-4.3051, -0.4842, 3.2256], [1.5770, -0.9064, -2.0269], [0.4927, -0.4083, -1.8670], [-0.6045, -1.1436, -2.1745], [-1.8132, -0.4916, -1.7600], [-1.3704, 0.9175, -1.3419], [0.1344, 0.8267, -1.0766], [-2.1766, -0.9750, -0.8522], [-2.5968, -0.4073, -2.5077], [-1.8943, 1.2413, -0.4398], [-1.6223, 1.6214, -2.1354], [0.4723, 0.6935, -0.0500], [0.5916, 1.7282, -1.4825], [-0.2037, 0.3042, 5.6600], [0.1695, 1.7682, 5.4878], [0.1142, 1.9971, 4.0947], [-0.6057, 0.8058, 3.2463], [0.3241, -0.0537, 2.5952], [-1.6064, 1.5035, 2.4979], [-1.1205, 0.0830, 4.5955], [-0.7822, 0.2063, 6.5733], [0.6916, -0.3122, 5.5897], [1.1340, 1.9882, 5.9468], [-0.5730, 2.4201, 5.9554]],
  "forces_ev_per_a": [[0.5, 0.4, -0.6], [-0.2, -0.4, 0.6], [0.0, 0.1, -0.2], [-0.1, 0.1, -0.2], [-0.1, -0.1, 0.1], [-0.1, 0.1, 0.4], [-0.1, -0.2, -0.1], [0.4, 0.7, 0.1], [-0.2, -0.2, -0.2], [-0.1, 0.1, 0.2], [0.2, -0.1, -0.1], [-0.1, -0.2, 0.1], [0.0, -0.2, -0.1], [0.0, -0.2, 0.0], [-0.5, 0.7, 0.3], [-0.3, -0.2, -0.3], [0.1, 0.0, 0.1], [0.1, 0.2, 0.1], [0.4, -0.4, -0.2], [0.3, 0.1, 0.1], [0.0, -0.3, 0.0], [0.2, 0.5, -0.4], [-0.2, 0.0, 0.1], [-0.3, -0.3, -0.1], [0.2, 0.1, 0.1], [0.0, 0.0, 0.1], [0.0, -0.4, 0.3], [-0.2, 0.0, 0.1], [0.0, -0.2, 0.1], [0.1, 0.1, 0.0], [-0.2, -0.1, 0.0], [0.8, -0.1, 0.6], [-0.6, 0.0, 0.0], [0.3, -0.2, -0.5], [0.2, 0.0, -0.4], [-0.4, 0.2, -0.3], [0.1, 0.3, 0.3], [-0.1, 0.0, 0.0], [0.0, 0.0, 0.0], [0.0, 0.0, 0.0], [-0.1, 0.0, 0.3], [0.3, 0.0, -0.1], [-0.2, 0.1, 0.0], [0.7, -0.2, 0.3], [0.4, -0.3, 0.4], [-0.5, 0.0, -1.7], [-0.1, 0.1, 0.1], [-0.6, 0.1, -0.1], [0.0, -0.3, -0.2], [0.2, 0.0, 0.0], [-0.3, 0.2, 0.9], [0.0, 0.2, 0.2], [0.1, 0.6, -0.5], [0.8, -1.2, 1.2], [-0.5, 0.3, -0.7], [0.3, 1.1, 1.3], [-0.4, 0.3, 0.8], [-0.6, 0.4, -1.4], [-0.1, -0.5, -0.3], [0.3, -0.7, -0.4], [-0.1, 0.0, -0.1], [0.3, 0.1, 0.0], [-0.2, -0.1, 0.1], [0.5, -0.3, 0.0], [0.0, 0.9, 0.2], [-0.5, 0.1, 0.7], [0.7, -0.1, -1.1], [0.5, 1.1, 1.3], [-0.2, 0.5, 0.2], [0.1, -1.1, 0.4], [-0.8, -0.4, -1.4], [0.3, -0.5, 0.1], [-0.3, -0.4, 0.0], [0.2, 0.0, -0.5], [0.0, 0.0, -0.1]],
  "homo_lumo_gap_ev": 10.3,
  "spin_multiplicity": 1,
  "lumo_ha": 0.00655,
  "homo_energy_ev": -10.1
}

{
  "formula": "C24H50ClN4O5PS",
  "method": "wB97M-V/def2-TZVPD",
  "species": ["C", "C", "C", "C", "C", "C", "C", "C", "C", "N", "C", "O", "C", "C", "C", "C", "C", "N", "C", "C", "C", "C", "S", "O", "O", "Cl", "C", "C", "C", "C", "C", "N", "P", "N", "O", "O", "H", "H", "H", "H", "H", "H", "H", "H", "H", "H", "H", "H", "H", "H", "H", "H", "H", "H", "H", "H", "H", "H", "H", "H", "H", "H", "H", "H", "H", "H", "H", "H", "H", "H", "H", "H", "H", "H", "H", "H", "H", "H", "H", "H", "H", "H", "H", "H", "H", "H"],
  "positions_angstrom": [[3.5924, -4.1545, 0.9742], [5.0338, -3.7978, 0.6298], [5.6049, -2.4853, 1.2460], [4.6104, -1.5832, 1.9659], [3.6266, -0.7768, 1.0797], [3.7465, -0.9539, -0.4373], [2.8555, 0.0386, -1.2113], [1.6201, -0.5997, -1.8923], [0.3099, -0.5705, -1.0698], [0.4078, -0.1014, 0.3077], [-0.9305, -0.1775, 0.7894], [-1.2016, -0.3786, 1.9478], [-1.9289, 0.0308, -0.3814], [-2.6448, 1.3450, -0.0442], [-1.7795, 2.5740, 0.3101], [-1.9916, 3.0542, 1.7631], [-1.8113, 4.5918, 1.8796], [-1.3171, 5.0601, 3.1770], [-2.9280, -1.1590, -0.3185], [-3.9521, -1.1369, 0.8246], [-4.5493, -2.5263, 1.0675], [-3.5773, -3.5430, 1.6535], [-3.3770, -3.4028, 3.4177], [-2.2866, -4.2486, 3.7975], [-3.3779, -2.0370, 3.8271], [-5.1016, -4.2425, 4.1163], [-1.0131, 0.0223, -1.6728], [-0.8883, 1.3566, -2.4523], [0.3665, 2.2239, -2.2100], [0.1327, 3.7319, -2.3554], [1.3373, 4.5118, -1.8243], [1.4842, 4.5797, -0.3774], [-1.4769, -1.1499, -3.0247], [-0.5114, -1.0981, -4.2359], [-2.9533, -0.6921, -3.4541], [-1.6652, -2.6563, -2.4505], [3.4190, -5.1978, 0.7073], [3.3760, -4.0682, 2.0353], [2.8508, -3.5707, 0.4320], [5.1827, -3.7859, -0.4493], [5.6464, -4.6243, 0.9916], [6.1510, -1.9416, 0.4788], [6.3539, -2.7812, 1.9815], [4.0669, -2.1572, 2.7126], [5.1953, -0.8621, 2.5388], [3.8095, 0.2842, 1.2619], [2.5970, -0.9506, 1.3892], [4.7801, -0.7365, -0.7067], [3.5439, -1.9718, -0.7588], [3.4561, 0.4427, -2.0275], [2.5896, 0.8931, -0.5935], [1.8685, -1.6267, -2.1351], [1.4422, -0.0432, -2.8047], [0.0668, -1.6274, -0.9101], [0.8712, 0.7845, 0.4445], [-3.2498, 1.6132, -0.9174], [-3.3472, 1.1935, 0.7655], [-2.0940, 3.4002, -0.3230], [-0.7169, 2.3934, 0.1952], [-3.0126, 2.8389, 2.0737], [-1.2875, 2.5814, 2.4445], [-1.1605, 4.9419, 1.0814], [-2.7917, 5.0425, 1.7252], [-0.3498, 4.7727, 3.2754], [-1.8172, 4.5654, 3.9055], [-3.5001, -1.2682, -1.2367], [-2.3281, -2.0606, -0.2152], [-3.5872, -0.7011, 1.7472], [-4.7898, -0.5131, 0.4993], [-4.9413, -2.9124, 0.1262], [-5.4018, -2.4160, 1.7383], [-3.9853, -4.5452, 1.5147], [-2.5811, -3.5483, 1.2240], [-0.8935, 1.1604, -3.5228], [-1.7654, 1.9834, -2.2812], [1.0835, 1.9696, -2.9910], [0.8714, 2.0061, -1.2723], [-0.8065, 4.0503, -1.9072], [0.0759, 3.9395, -3.4270], [1.3732, 5.5267, -2.2122], [2.2287, 4.0131, -2.2153], [1.3511, 3.6913, 0.0766], [0.9079, 5.2902, 0.0417], [-0.1172, -1.9920, -4.4894], [-3.3034, -0.0389, -2.8392], [-0.8176, -3.0943, -2.5521]],
  "forces_ev_per_a": [[-0.1, -0.3, -0.2], [0.2, 0.2, 0.3], [-0.1, -0.6, 0.1], [0.1, 0.4, -0.2], [0.0, -0.1, 0.0], [0.1, 0.7, 0.4], [0.1, -0.7, -0.6], [0.0, 1.3, 0.7], [0.2, -0.7, -0.1], [-0.5, -0.3, -0.2], [0.7, 0.4, 0.4], [-0.1, 0.4, -0.7], [-0.1, -0.5, 0.8], [0.1, 0.4, -0.9], [-0.7, -0.1, 0.9], [0.2, 0.7, -0.4], [-0.3, -0.5, 0.3], [0.1, -0.1, -0.3], [0.0, 0.1, 0.6], [-0.5, 0.1, -0.4], [0.3, 0.5, 0.1], [-1.0, -0.5, -0.1], [1.4, 0.3, -0.1], [-0.5, -0.1, 0.0], [-0.4, 0.0, 0.0], [-0.1, -0.1, 0.0], [0.0, -0.5, -0.1], [0.3, 0.6, 0.2], [-0.1, 0.1, -0.4], [0.3, -0.1, -0.4], [0.1, -0.3, 0.2], [0.3, 0.2, -0.2], [0.2, 0.0, -0.9], [0.0, 0.0, 0.5], [0.1, -0.1, 0.3], [-0.3, 0.5, 0.2], [-0.1, 0.0, 0.0], [0.0, 0.0, 0.1], [0.0, 0.2, 0.0], [-0.2, 0.0, -0.1], [0.1, 0.0, 0.0], [0.0, 0.2, 0.0], [0.1, 0.1, 0.1], [-0.1, -0.1, 0.0], [0.1, 0.0, 0.1], [0.0, 0.1, 0.1], [-0.1, -0.1, 0.0], [0.1, -0.1, -0.1], [-0.1, -0.1, 0.0], [0.0, 0.1, 0.0], [0.0, 0.1, 0.1], [-0.1, -0.1, -0.2], [-0.1, -0.4, -0.3], [-0.1, -0.1, -0.1], [0.1, 0.0, 0.3], [-0.2, -0.1, 0.0], [0.0, -0.2, 0.1], [0.3, 0.0, -0.2], [0.1, 0.1, -0.4], [0.0, -0.3, 0.2], [-0.1, -0.3, 0.1], [0.2, 0.2, 0.0], [0.0, 0.2, -0.2], [0.1, 0.1, 0.1], [-0.1, 0.1, 0.1], [0.1, 0.0, -0.1], [0.0, -0.1, -0.2], [0.3, -0.2, 0.1], [0.0, 0.1, 0.1], [0.0, -0.1, 0.0], [-0.1, -0.1, 0.0], [0.2, -0.1, 0.1], [0.2, 0.2, 0.2], [0.0, -0.1, -0.1], [-0.1, -0.1, 0.1], [0.2, -0.1, 0.1], [-0.2, 0.0, 0.2], [0.0, 0.1, 0.1], [-0.3, 0.1, -0.1], [-0.1, 0.1, 0.0], [0.1, 0.1, -0.1], [-0.1, -0.1, 0.1], [-0.2, -0.1, 0.1], [0.1, 0.0, -0.3], [-0.3, 0.1, 0.0], [0.1, -0.4, 0.0]],
  "homo_lumo_gap_ev": 9.5,
  "spin_multiplicity": 1,
  "lumo_ha": 0.00512,
  "homo_energy_ev": -9.3
}